{
  "formula": "C93H199N13O13",
  "method": "ωB97M-V/def2-TZVPD",
  "symbols": ["C", "C", "C", "C", "C", "C", "N", "O", "C", "C", "C", "H", "H", "H", "H", "H", "H", "H", "H", "H", "H", "H", "H", "H", "H", "H", "H", "H", "H", "H", "C", "C", "C", "C", "C", "C", "N", "O", "C", "C", "C", "H", "H", "H", "H", "H", "H", "H", "H", "H", "H", "H", "H", "H", "H", "H", "H", "H", "H", "H", "C", "C", "C", "C", "C", "C", "N", "O", "C", "C", "C", "H", "H", "H", "H", "H", "H", "H", "H", "H", "H", "H", "H", "H", "H", "H", "H", "H", "H", "H", "C", "C", "C", "C", "C", "C", "N", "O", "C", "C", "C", "H", "H", "H", "H", "H", "H", "H", "H", "H", "H", "H", "H", "H", "H", "H", "H", "H", "H", "H", "C", "C", "C", "C", "C", "C", "N", "O", "C", "C", "C", "H", "H", "H", "H", "H", "H", "H", "H", "H", "H", "H", "H", "H", "H", "H", "H", "H", "H", "H", "C", "C", "C", "C", "C", "C", "N", "O", "C", "C", "C", "H", "H", "H", "H", "H", "H", "H", "H", "H", "H", "H", "H", "H", "H", "H", "H", "H", "H", "H", "C", "C", "C", "C", "C", "C", "N", "O", "C", "C", "C", "H", "H", "H", "H", "H", "H", "H", "H", "H", "H", "H", "H", "H", "H", "H", "H", "H", "H", "H", "C", "C", "C", "C", "C", "C", "N", "O", "C", "C", "C", "H", "H", "H", "H", "H", "H", "H", "H", "H", "H", "H", "H", "H", "H", "H", "H", "H", "H", "H", "C", "C", "C", "C", "C", "C", "N", "O", "C", "C", "C", "H", "H", "H", "H", "H", "H", "H", "H", "H", "H", "H", "H", "H", "H", "H", "H", "H", "H", "H", "C", "C", "O", "N", "C", "H", "H", "H", "H", "H", "H", "H", "C", "C", "O", "N", "C", "H", "H", "H", "H", "H", "H", "H", "C", "C", "O", "N", "C", "H", "H", "H", "H", "H", "H", "H", "C", "C", "O", "N", "C", "H", "H", "H", "H", "H", "H", "H"],
  "coordinates": [[2.806, 5.320, 0.816], [3.237, 6.397, -0.161], [4.812, 6.586, -0.089], [5.675, 5.571, -0.799], [5.145, 5.536, -2.264], [3.609, 5.180, -2.448], [2.823, 6.062, -1.531], [1.438, 5.971, -1.749], [3.344, 5.497, -3.871], [3.318, 3.697, -2.153], [2.663, 7.733, 0.260], [3.169, 5.605, 1.804], [3.216, 4.310, 0.774], [1.728, 5.247, 0.956], [5.190, 7.571, -0.361], [5.201, 6.417, 0.915], [5.666, 4.599, -0.306], [6.698, 5.945, -0.843], [5.716, 4.843, -2.883], [5.411, 6.493, -2.713], [3.525, 6.565, -3.998], [3.899, 5.042, -4.691], [2.269, 5.469, -4.052], [3.798, 3.348, -1.239], [2.271, 3.424, -2.020], [3.609, 2.994, -2.933], [3.052, 8.002, 1.242], [1.591, 7.745, 0.458], [2.908, 8.515, -0.458], [1.329, 6.698, -2.366], [5.248, -0.353, 2.266], [5.552, 0.994, 3.057], [4.286, 1.728, 3.369], [3.460, 1.033, 4.497], [4.313, 1.157, 5.751], [5.710, 0.461, 5.577], [6.373, 0.847, 4.294], [7.591, 0.200, 4.133], [6.568, 1.004, 6.787], [5.427, -1.069, 5.659], [6.339, 1.968, 2.124], [4.923, -0.107, 1.255], [4.388, -0.845, 2.721], [6.129, -0.983, 2.146], [4.259, 2.815, 3.437], [3.692, 1.609, 2.463], [3.211, -0.011, 4.306], [2.481, 1.482, 4.666], [3.769, 0.748, 6.603], [4.525, 2.205, 5.964], [7.492, 0.441, 6.919], [6.938, 2.016, 6.628], [6.092, 0.995, 7.768], [6.335, -1.458, 6.120], [4.620, -1.454, 6.282], [5.414, -1.467, 4.645], [7.322, 1.581, 1.857], [6.562, 2.887, 2.666], [5.764, 2.223, 1.234], [8.255, 0.868, 4.322], [-5.513, -4.300, 0.953], [-6.258, -3.023, 0.632], [-5.441, -2.207, -0.421], [-5.669, -2.746, -1.818], [-7.198, -2.697, -2.145], [-7.942, -3.696, -1.223], [-7.655, -3.234, 0.176], [-8.539, -3.753, 1.128], [-9.392, -3.330, -1.645], [-7.735, -5.180, -1.540], [-6.296, -2.091, 1.850], [-5.264, -4.894, 0.074], [-6.089, -4.886, 1.669], [-4.596, -4.081, 1.501], [-5.782, -1.172, -0.445], [-4.381, -2.305, -0.187], [-5.313, -3.758, -2.008], [-5.161, -2.202, -2.614], [-7.288, -2.928, -3.206], [-7.536, -1.661, -2.109], [-9.522, -3.646, -2.680], [-10.193, -3.823, -1.093], [-9.564, -2.260, -1.529], [-6.784, -5.596, -1.208], [-8.358, -5.768, -0.866], [-7.921, -5.437, -2.583], [-6.929, -1.217, 1.693], [-5.250, -1.851, 2.040], [-6.697, -2.677, 2.678], [-9.111, -2.986, 1.206], [4.312, -3.650, 1.957], [3.995, -5.094, 2.410], [5.103, -5.377, 3.453], [4.927, -4.673, 4.781], [3.576, -4.916, 5.382], [2.404, -4.695, 4.406], [2.611, -5.052, 3.025], [1.554, -4.771, 2.209], [1.294, -5.492, 5.020], [2.040, -3.127, 4.523], [3.958, -6.023, 1.309], [3.541, -3.262, 1.292], [5.275, -3.529, 1.461], [4.176, -2.863, 2.698], [5.204, -6.450, 3.616], [6.101, -5.103, 3.113], [4.995, -3.592, 4.660], [5.815, -4.760, 5.408], [3.568, -4.173, 6.179], [3.578, -5.942, 5.750], [0.365, -5.321, 4.475], [1.332, -6.561, 4.807], [1.045, -5.286, 6.061], [2.962, -2.594, 4.755], [1.636, -2.795, 3.566], [1.334, -2.829, 5.298], [3.324, -5.610, 0.525], [3.540, -6.969, 1.655], [4.923, -6.255, 0.859], [1.180, -5.655, 2.215], [-2.796, 1.116, -5.720], [-2.502, 2.509, -6.340], [-2.626, 3.581, -5.187], [-1.359, 3.569, -4.346], [-0.100, 3.801, -5.243], [0.143, 2.740, -6.326], [-1.150, 2.531, -7.024], [-1.041, 1.676, -8.110], [1.159, 3.257, -7.353], [0.717, 1.403, -5.697], [-3.699, 2.794, -7.195], [-1.977, 0.816, -5.066], [-3.009, 0.269, -6.372], [-3.667, 1.112, -5.065], [-2.803, 4.579, -5.588], [-3.462, 3.373, -4.519], [-1.238, 2.787, -3.596], [-1.561, 4.437, -3.718], [0.731, 3.955, -4.554], [-0.309, 4.776, -5.683], [0.906, 4.149, -7.926], [2.160, 3.436, -6.960], [1.369, 2.467, -8.074], [0.014, 0.804, -5.120], [0.909, 0.696, -6.505], [1.695, 1.572, -5.246], [-4.621, 2.548, -6.668], [-3.662, 2.325, -8.178], [-3.778, 3.853, -7.440], [-0.748, 0.883, -7.655], [6.123, -1.904, -1.420], [5.535, -2.773, -2.615], [4.673, -3.800, -1.963], [3.365, -3.145, -1.503], [2.562, -2.444, -2.654], [3.500, -1.421, -3.419], [4.824, -2.073, -3.680], [5.698, -1.392, -4.519], [2.751, -1.265, -4.788], [3.552, -0.114, -2.644], [6.818, -3.556, -3.185], [6.595, -1.061, -1.924], [6.990, -2.459, -1.061], [5.487, -1.593, -0.592], [4.348, -4.516, -2.717], [5.174, -4.197, -1.081], [3.654, -2.451, -0.714], [2.687, -3.854, -1.027], [1.781, -1.953, -2.072], [2.159, -3.194, -3.334], [2.736, -2.211, -5.329], [1.732, -0.919, -4.616], [3.264, -0.560, -5.442], [3.116, -0.239, -1.653], [4.536, 0.347, -2.727], [2.744, 0.523, -3.004], [6.525, -4.456, -3.724], [7.513, -3.927, -2.433], [7.476, -2.858, -3.703], [5.812, -0.577, -4.024], [-4.481, 9.089, 3.205], [-3.384, 9.196, 2.102], [-2.186, 10.146, 2.515], [-1.170, 9.424, 3.386], [-0.674, 8.133, 2.735], [-1.881, 7.165, 2.317], [-2.867, 7.906, 1.601], [-3.866, 7.050, 1.098], [-1.104, 6.191, 1.399], [-2.410, 6.488, 3.589], [-4.029, 9.897, 0.833], [-5.249, 8.385, 2.884], [-4.885, 10.087, 3.375], [-4.036, 8.656, 4.102], [-1.654, 10.514, 1.637], [-2.636, 10.919, 3.138], [-1.608, 9.245, 4.368], [-0.367, 10.065, 3.749], [0.048, 7.677, 3.413], [-0.136, 8.379, 1.820], [-1.811, 5.531, 0.897], [-0.558, 6.666, 0.584], [-0.469, 5.517, 1.974], [-3.259, 5.833, 3.393], [-1.549, 5.856, 3.807], [-2.577, 7.195, 4.402], [-4.526, 10.857, 0.978], [-4.845, 9.254, 0.505], [-3.352, 9.997, -0.015], [-4.251, 6.639, 1.876], [-2.943, -8.760, -2.166], [-2.085, -7.703, -1.430], [-1.970, -8.361, -0.020], [-0.897, -7.778, 0.883], [0.412, -7.944, 0.066], [0.393, -7.166, -1.320], [-0.801, -7.530, -2.094], [-0.960, -6.936, -3.365], [0.532, -5.646, -1.263], [1.606, -7.739, -2.003], [-2.888, -6.442, -1.200], [-2.936, -8.516, -3.229], [-3.975, -8.859, -1.831], [-2.397, -9.703, -2.177], [-2.925, -8.484, 0.490], [-1.713, -9.414, -0.139], [-0.740, -8.281, 1.837], [-1.235, -6.764, 1.096], [0.645, -8.996, -0.100], [1.220, -7.551, 0.683], [0.983, -5.293, -2.191], [-0.446, -5.168, -1.203], [1.232, -5.331, -0.489], [1.766, -8.810, -1.881], [1.544, -7.520, -3.069], [2.486, -7.153, -1.739], [-3.846, -6.815, -0.838], [-3.190, -5.890, -2.091], [-2.482, -5.753, -0.460], [-1.166, -6.005, -3.260], [-0.750, 2.606, -0.187], [-0.530, 1.065, -0.244], [0.816, 0.864, 0.509], [1.133, -0.637, 0.840], [-0.007, -1.302, 1.587], [-1.395, -1.196, 0.801], [-1.636, 0.200, 0.352], [-2.905, 0.472, -0.100], [-1.410, -2.162, -0.344], [-2.326, -1.706, 1.876], [-0.435, 0.690, -1.759], [-1.755, 2.895, -0.496], [0.004, 3.114, -0.788], [-0.660, 2.951, 0.843], [1.686, 1.179, -0.067], [0.867, 1.491, 1.399], [2.026, -0.668, 1.463], [1.363, -1.221, -0.052], [-0.017, -0.873, 2.589], [0.341, -2.330, 1.690], [-1.335, -3.221, -0.098], [-2.242, -1.926, -1.008], [-0.489, -2.054, -0.916], [-1.873, -2.468, 2.510], [-2.744, -0.894, 2.471], [-3.196, -2.157, 1.399], [-0.180, -0.340, -2.010], [0.401, 1.201, -2.237], [-1.428, 0.860, -2.174], [-3.307, 0.932, 0.640], [0.696, -0.910, 7.853], [-0.191, -0.684, 6.585], [0.143, 0.240, 5.841], [-1.193, -1.487, 6.372], [-2.136, -1.410, 5.274], [1.519, -1.594, 7.648], [0.064, -1.491, 8.525], [0.992, 0.111, 8.095], [-1.225, -2.276, 7.001], [-1.775, -0.730, 4.502], [-3.084, -0.937, 5.526], [-2.354, -2.401, 4.874], [-6.245, 2.696, 2.692], [-4.719, 2.556, 2.545], [-4.235, 2.232, 1.500], [-3.856, 2.584, 3.576], [-2.425, 2.391, 3.564], [-6.504, 2.820, 3.744], [-6.741, 1.830, 2.253], [-6.474, 3.645, 2.208], [-4.220, 3.003, 4.419], [-1.991, 3.390, 3.526], [-2.109, 2.045, 2.580], [-2.163, 1.789, 4.434], [-2.246, -2.046, -4.162], [-1.435, -3.314, -4.417], [-1.602, -4.256, -3.671], [-0.597, -3.397, -5.452], [0.269, -4.561, -5.726], [-2.805, -1.887, -5.085], [-1.725, -1.217, -3.683], [-2.978, -2.248, -3.381], [-0.592, -2.689, -6.172], [-0.199, -5.262, -6.418], [0.497, -5.082, -4.796], [1.191, -4.259, -6.222], [-5.870, 1.271, -1.623], [-5.538, 2.531, -2.243], [-6.206, 2.807, -3.256], [-4.789, 3.325, -1.526], [-4.612, 4.684, -1.887], [-4.941, 0.736, -1.426], [-6.542, 0.706, -2.269], [-6.348, 1.438, -0.657], [-4.468, 3.056, -0.607], [-4.858, 5.452, -1.154], [-5.152, 5.060, -2.756], [-3.569, 4.895, -2.125]],
  "lowdin_charge": [-0.03, -0.48, -0.14, -0.18, -0.12, -0.48, -0.11, -0.01, -0.06, -0.02, -0.04, 0.08, 0.07, 0.07, 0.12, 0.11, 0.10, 0.11, 0.11, 0.11, 0.09, 0.10, 0.06, 0.06, 0.07, 0.07, 0.09, 0.05, 0.09, 0.10, -0.02, -0.47, -0.14, -0.16, -0.15, -0.44, -0.12, 0.00, -0.04, -0.03, -0.04, 0.07, 0.04, 0.09, 0.12, 0.10, 0.09, 0.10, 0.11, 0.11, 0.07, 0.08, 0.08, 0.08, 0.08, 0.06, 0.08, 0.08, 0.07, 0.11, -0.02, -0.50, -0.13, -0.17, -0.14, -0.47, -0.11, -0.01, -0.06, -0.02, -0.03, 0.06, 0.09, 0.08, 0.10, 0.09, 0.10, 0.09, 0.12, 0.11, 0.08, 0.07, 0.08, 0.06, 0.08, 0.09, 0.08, 0.06, 0.08, 0.10, -0.03, -0.47, -0.12, -0.20, -0.14, -0.47, -0.13, 0.00, -0.06, 0.01, -0.05, 0.07, 0.09, 0.05, 0.12, 0.12, 0.07, 0.12, 0.12, 0.12, 0.07, 0.09, 0.09, 0.05, 0.06, 0.06, 0.07, 0.10, 0.10, 0.09, -0.05, -0.45, -0.13, -0.17, -0.11, -0.47, -0.11, 0.00, -0.04, -0.03, -0.06, 0.04, 0.08, 0.08, 0.12, 0.11, 0.09, 0.10, 0.09, 0.12, 0.09, 0.08, 0.07, 0.06, 0.07, 0.08, 0.09, 0.08, 0.08, 0.07, -0.02, -0.48, -0.15, -0.18, -0.09, -0.44, -0.11, 0.01, -0.04, -0.01, -0.02, 0.07, 0.07, 0.05, 0.13, 0.12, 0.07, 0.08, 0.09, 0.10, 0.08, 0.06, 0.08, 0.07, 0.08, 0.06, 0.08, 0.07, 0.07, 0.08, -0.02, -0.45, -0.12, -0.20, -0.11, -0.50, -0.11, -0.01, -0.03, -0.02, -0.04, 0.08, 0.09, 0.06, 0.12, 0.12, 0.10, 0.11, 0.12, 0.10, 0.07, 0.08, 0.07, 0.07, 0.08, 0.07, 0.08, 0.07, 0.08, 0.07, -0.03, -0.50, -0.17, -0.17, -0.10, -0.48, -0.09, -0.01, -0.01, -0.05, -0.04, 0.08, 0.09, 0.08, 0.12, 0.11, 0.11, 0.10, 0.11, 0.09, 0.07, 0.07, 0.06, 0.09, 0.08, 0.08, 0.07, 0.08, 0.07, 0.02, -0.02, -0.41, -0.11, -0.17, -0.12, -0.46, -0.09, -0.02, -0.02, -0.04, -0.03, 0.07, 0.08, 0.06, 0.10, 0.11, 0.10, 0.08, 0.11, 0.10, 0.08, 0.08, 0.06, 0.09, 0.08, 0.04, 0.05, 0.07, 0.08, 0.04, 0.02, -0.58, 0.00, 0.02, -0.06, 0.07, 0.07, 0.08, 0.14, 0.05, 0.09, 0.09, 0.03, -0.53, 0.02, 0.01, -0.03, 0.07, 0.08, 0.08, 0.13, 0.07, 0.07, 0.09, 0.02, -0.53, 0.03, 0.03, -0.04, 0.08, 0.06, 0.06, 0.14, 0.09, 0.07, 0.08, -0.02, -0.60, 0.01, 0.05, -0.08, 0.07, 0.09, 0.09, 0.11, 0.07, 0.09, 0.07],
  "energy_ev": -145642.700,
  "lumo_energy_ev": 0.07,
  "total_charge": 0,
  "homo_lumo_gap_ev": 7.820
}

{
  "formula": "C5H8BrF3NOS",
  "method": "ωB97M-V/def2-TZVPD",
  "symbols": ["C", "C", "N", "C", "S", "Br", "C", "O", "C", "F", "F", "F", "H", "H", "H", "H", "H", "H", "H", "H"],
  "coordinates": [[3.555, -0.033, -0.121], [2.182, 0.483, 0.130], [1.872, 1.648, 0.493], [1.035, -0.471, -0.010], [-0.473, 0.507, 0.105], [-0.790, 0.604, 2.242], [-1.700, -0.709, -0.532], [-2.780, -0.059, -1.088], [-3.828, 0.214, -0.237], [-4.209, -0.901, 0.405], [-3.422, 1.099, 0.702], [-4.825, 0.717, -0.967], [4.250, 0.785, -0.040], [3.635, -0.490, -1.096], [3.839, -0.765, 0.624], [2.680, 2.249, 0.608], [1.070, -1.189, 0.802], [1.041, -1.037, -0.933], [-1.946, -1.426, 0.242], [-1.187, -1.226, -1.329]],
  "lowdin_charge": [-0.01, -0.49, 0.11, -0.35, 0.81, 0.59, -0.36, 0.02, -0.66, 0.18, 0.11, 0.22, 0.09, 0.10, 0.10, 0.09, 0.11, 0.11, 0.12, 0.12],
  "energy_ev": -97874.929,
  "lumo_energy_ev": -5.34,
  "total_charge": 1,
  "homo_lumo_gap_ev": 9.221
}

{
  "formula": "C2H4FP",
  "method": "ωB97M-V/def2-TZVPD",
  "symbols": ["C", "C", "F", "P", "H", "H", "H", "H"],
  "coordinates": [[0.208, -0.154, 0.056], [1.437, 0.198, 0.584], [2.587, -0.052, -0.108], [-2.086, -0.257, 0.261], [0.091, -0.575, -1.041], [-2.144, 0.997, -0.298], [1.754, 0.692, 1.582], [-1.848, -0.848, -1.035]],
  "lowdin_charge": [-0.22, -0.26, -0.05, 0.73, 0.03, -0.20, 0.12, -0.15],
  "energy_ev": -14141.400,
  "lumo_energy_ev": 0.01,
  "total_charge": 0,
  "homo_lumo_gap_ev": 9.636
}

{
  "formula": "CH10O3S2",
  "method": "ωB97M-V/def2-TZVPD",
  "symbols": ["C", "S", "S", "H", "H", "H", "H", "O", "H", "H", "O", "H", "H", "O", "H", "H"],
  "coordinates": [[-2.475, -0.162, -0.499], [-1.640, -1.347, -1.567], [-1.236, -0.186, -3.224], [-2.944, 0.611, -1.137], [-1.769, 0.333, 0.174], [-3.290, -0.662, 0.037], [0.092, -0.384, -3.230], [0.400, 1.830, -1.029], [-0.010, 1.397, -0.274], [-0.350, 1.936, -1.625], [0.583, 1.493, 1.847], [0.768, 0.586, 2.091], [1.029, 1.849, 1.073], [3.354, -2.667, 2.285], [3.828, -2.820, 3.117], [3.660, -1.807, 1.961]],
  "lowdin_charge": [-0.50, 0.37, 0.31, 0.03, 0.01, 0.04, -0.18, -0.08, -0.02, 0.00, -0.05, 0.04, 0.02, -0.07, 0.04, 0.03],
  "smiles": "CSS.O.O.O",
  "energy_ev": -29011.867,
  "lumo_energy_ev": 0.40,
  "total_charge": 0,
  "homo_lumo_gap_ev": 9.215
}